[1]
The following is a DFT calculation (wB97M-V/def2-TZVPD) of an isolated molecule of C6H10O2S at a distorted geometry.

```
19
Properties=species:S:1:pos:R:3:forces:R:3:nbo_charge:R:1
C 2.9027 -0.6326 -0.6439 -0.1213 0.5632 2.1391 -0.43
C 2.3565 0.5671 -0.3821 -0.1576 0.4425 0.0334 -0.15
C 1.6098 0.9462 0.8914 -0.5851 1.8604 -3.7482 -0.55
S -0.0997 1.4987 0.5655 -0.0641 -0.3721 -0.0729 0.10
C -0.8744 -0.1359 0.0877 -3.7900 3.8367 1.7088 0.44
O -0.9208 -0.9629 1.2247 0.3619 -1.0810 -0.7876 -0.76
O -0.1836 -0.6738 -0.8917 0.6927 -4.4347 -0.4014 -0.69
C -2.4773 0.4125 -0.3018 3.3821 -1.0552 1.7212 -0.23
C -3.4412 -0.3437 -0.7904 0.4858 -1.1584 -0.1623 -0.42
H 3.6910 -0.6561 -1.3653 -0.0639 -0.5833 -0.7841 0.21
H 2.7930 -1.4944 0.1040 0.2097 1.3356 -1.2389 0.19
H 2.4087 1.4598 -1.0733 0.3721 -1.3021 0.5547 0.20
H 2.0230 1.8750 1.2312 0.5615 0.3505 0.5157 0.23
H 1.6358 0.2300 1.5965 0.1106 -2.4562 2.5341 0.21
H -1.1405 -0.5132 2.0452 -0.1003 0.4617 -0.3368 0.50
H -0.0804 -1.6657 -0.6166 -0.0451 2.4026 -0.9942 0.50
H -2.5673 1.3906 0.2038 -0.5500 -0.4118 -0.7465 0.20
H -4.4231 0.1538 -0.7617 0.1674 -0.9710 -0.4985 0.22
H -3.2124 -1.4554 -1.1232 -0.8664 2.5727 0.5644 0.22
```
Positions in Å, forces in eV/Å.

## Properties
Net charge = 0
SMILES = C=CCSC(O)(O)C=C
DFT total energy = -783.16885 hartree
Maximum force = 0.11002 hartree/bohr
E_LUMO = 0.666 eV
Energy above the lowest of the compared OMol25 structures with the same formula, charge and spin = 229.95 kJ/mol
HOMO-LUMO gap = 0.3504 hartree

***

[2]
The following is a DFT calculation (wB97M-V/def2-TZVPD) of the ion C25H25N2OS with charge +1 at a distorted geometry.

```
54
Properties=species:S:1:pos:R:3:forces:R:3:nbo_charge:R:1
C 2.9038 0.0907 -0.1620 -0.2117 0.1750 -0.2426 -0.43
C 3.1813 -1.3981 -0.0821 0.6849 0.0579 0.1277 -0.21
N 2.1948 -2.1858 0.6909 -2.0290 1.7941 0.3448 -0.42
C 1.1972 -1.5079 1.3404 1.1120 0.0899 -0.4119 0.39
N 1.3320 -0.2172 1.6289 0.2864 0.0496 0.0682 -0.38
C 2.4571 0.5860 1.1849 0.2468 0.0876 0.4887 -0.21
C 0.3786 0.3885 2.5450 0.0408 0.3442 -0.1622 -0.21
C -0.7641 -0.5984 2.6886 -0.9071 0.3032 -0.0109 -0.55
S -0.3320 -2.1295 1.8334 -0.2873 0.2881 -0.7087 0.46
H 3.8246 0.6155 -0.4338 -0.1222 -0.2042 -0.1142 0.25
H 2.1555 0.3247 -0.9244 -0.0019 -0.0628 0.0918 0.23
H 3.2657 -1.8101 -1.0924 -0.1191 -0.0986 0.2611 0.25
H 4.1611 -1.5237 0.3998 -0.2466 -0.0387 -0.0618 0.20
H 3.2872 0.5087 1.9026 -0.1811 0.0491 -0.0140 0.21
H 2.1086 1.6217 1.1857 0.1774 -0.0710 -0.1549 0.23
H 0.8524 0.6181 3.5179 -0.0279 -0.2177 -0.4591 0.22
H 0.0555 1.3416 2.1079 -0.0612 -0.1879 0.1708 0.22
H -0.9803 -0.8158 3.7387 -0.0407 -0.0374 -0.2752 0.25
H -1.6628 -0.2167 2.1913 0.0884 -0.0861 0.3553 0.25
C 7.6527 -9.6280 -2.7555 -0.0280 0.1237 -0.0724 -0.22
C 6.2614 -9.7274 -2.6563 -0.0138 0.0949 0.0414 -0.19
C 5.4499 -8.6010 -2.8164 0.5958 0.2906 0.0268 -0.26
C 6.0631 -7.3709 -3.0755 -0.1804 -0.0548 0.1284 0.29
O 5.2751 -6.2157 -3.2260 -0.3744 0.1545 0.3809 -0.52
C 4.6165 -5.6123 -2.1453 0.3405 -0.3087 -0.3319 0.32
C 5.2990 -4.6632 -1.3835 -0.0197 -0.2369 -0.0932 -0.25
C 4.6383 -4.0124 -0.3542 0.0022 -0.1920 0.2367 -0.19
C 3.2839 -4.2346 -0.0860 -0.1909 0.1723 -0.1702 -0.09
C 2.6431 -3.5100 1.1145 1.1654 -1.3677 0.3564 -0.06
C 1.6425 -4.3082 1.9680 0.2797 0.0492 0.8618 -0.09
C 1.1732 -3.7747 3.1979 0.0250 -1.2194 0.2264 -0.21
C 0.1381 -4.4164 3.9109 0.8742 0.1459 0.1550 -0.22
C -0.3049 -5.6771 3.5300 -0.1266 -0.1050 -0.2960 -0.19
C 0.2965 -6.2993 2.4324 0.3354 0.1970 0.1057 -0.23
C 1.2799 -5.6223 1.6876 -0.6504 -0.6178 -0.0962 -0.13
C 2.5746 -5.0436 -0.9770 0.0130 -0.2816 0.1057 -0.14
C 3.2505 -5.8170 -1.9286 0.1886 0.2485 -0.1321 -0.26
C 7.4406 -7.2722 -3.2905 -0.3308 -0.0964 0.3557 -0.26
C 8.2367 -8.4010 -3.0916 -0.1823 -0.1854 -0.0181 -0.19
H 8.2823 -10.5096 -2.5880 -0.3062 0.3996 -0.1148 0.22
H 5.7934 -10.6891 -2.4457 0.1633 0.2255 -0.0427 0.22
H 4.3661 -8.6575 -2.7518 0.2068 -0.0354 0.0606 0.22
H 6.3450 -4.4573 -1.5934 -0.1692 -0.0536 0.0122 0.24
H 5.1769 -3.2703 0.2313 0.0859 -0.3795 0.0505 0.21
H 3.4997 -3.3232 1.8104 -0.4004 0.0619 -0.4016 0.21
H 1.6508 -2.9019 3.6472 -0.3034 0.0414 -0.3277 0.21
H -0.3037 -3.9325 4.7885 0.3564 -0.2034 -0.2422 0.22
H -1.0860 -6.1897 4.1093 0.3999 0.2908 -0.3563 0.23
H 0.0284 -7.3263 2.1684 0.1464 0.4126 0.0739 0.23
H 1.7820 -6.1755 0.8953 -0.3096 0.2695 0.1692 0.22
H 1.4839 -5.0948 -0.9126 0.4245 -0.2044 0.0213 0.22
H 2.7279 -6.5722 -2.5100 0.0076 0.3379 -0.0877 0.24
H 7.8725 -6.3175 -3.5835 -0.1023 -0.1692 0.1378 0.23
H 9.3196 -8.3209 -3.1977 -0.3232 -0.0390 -0.0163 0.22
```
Positions in Å, forces in eV/Å.

## Properties
Net charge = +1
DFT total energy = -1550.32692 hartree
Maximum force = 0.05310 hartree/bohr
E_LUMO = -2.847 eV
Energy above the lowest of the compared OMol25 structures with the same formula, charge and spin = 0.00 kJ/mol
HOMO-LUMO gap = 0.2926 hartree

***

no.,HOMO level (Eh)
1,-0.32597
2,-0.39726